(1)
The following is a quantum chemistry calculation of C23H36BBiF4IO6P2 as an isolated structure, from the Open Molecules 2025 dataset.

HOMO-LUMO gap = 0.3128 Ha
Charge = +1
LUMO = -2.898 eV
HOMO level = -11.4 eV

Positions of all 74 atoms, in Å:
Bi  -0.88  -0.80  -2.36
I  -3.58  -1.67  -1.56
P  -0.37  -1.01  1.14
P  1.86  0.04  -0.51
F  -0.47  0.19  -6.48
F  -1.94  -0.36  -4.65
F  0.08  0.61  -4.24
F  0.03  -1.47  -5.02
O  2.28  -1.49  -0.39
O  -0.69  -1.65  -0.15
O  1.04  0.31  -1.72
O  -1.59  -0.35  1.78
O  3.14  0.90  -0.25
O  0.29  -1.96  2.19
C  3.39  2.31  -2.23
C  -3.81  0.21  -0.61
C  -1.75  1.15  -1.63
C  -1.36  3.54  -1.29
C  -2.89  1.26  -0.80
C  0.12  -3.83  3.63
C  -2.37  3.60  -0.38
C  -2.73  -0.60  3.85
C  -0.09  -3.33  2.22
C  3.03  -1.94  -2.72
C  0.89  0.26  0.98
C  2.45  3.26  -0.11
C  -1.67  0.23  3.11
C  -5.04  1.46  1.00
C  -4.29  2.58  0.76
C  -4.82  0.26  0.27
C  -3.19  2.49  -0.14
C  0.66  -4.03  1.05
C  4.56  -2.13  -0.72
C  3.41  2.31  -0.72
C  -2.07  1.67  2.90
C  3.16  -2.29  -1.21
C  -0.96  2.28  -1.87
B  -0.62  -0.28  -5.21
H  3.38  -0.92  -2.88
H  4.42  2.42  -0.37
H  -2.40  -1.63  3.97
H  4.87  -1.06  -0.80
H  -2.98  -0.20  4.83
H  -3.10  1.73  2.54
H  -1.91  2.21  3.85
H  5.20  -2.75  -1.26
H  -0.69  0.24  3.61
H  -1.37  2.21  2.24
H  1.19  -3.80  3.87
H  2.87  -3.30  -1.08
H  1.49  0.26  1.87
H  -0.40  -3.16  4.28
H  -1.14  -3.32  1.94
H  4.02  3.16  -2.61
H  0.38  -3.67  0.03
H  2.87  4.26  -0.34
H  3.98  1.48  -2.61
H  3.63  -2.61  -3.26
H  -4.43  3.54  1.20
H  4.69  -2.47  0.31
H  1.71  -3.82  1.12
H  1.48  3.09  -0.53
H  2.43  2.28  -2.72
H  0.51  -5.08  1.07
H  -0.14  2.16  -2.53
H  -0.22  -4.84  3.81
H  -5.48  -0.62  0.44
H  -0.72  4.42  -1.50
H  2.01  -1.99  -3.03
H  -3.64  -0.55  3.20
H  2.42  3.26  0.98
H  -6.00  1.46  1.58
H  0.47  1.27  0.82
H  -2.59  4.60  0.04

Atomic partial charges in e from the Mulliken method, atoms 1 to 6: number 1, Bi, carries 1.601; number 2, I, carries -0.017; number 3, P, carries 0.341; number 4, P, carries -0.509; number 5, F, carries -0.270; number 6, F, carries -0.356

---

(2)
The following is a quantum chemistry calculation of a 19-piece molecular cluster, C69H186N28O29 overall, from the Open Molecules 2025 dataset.

HOMO-LUMO gap = 0.2844 Ha
Charge = 0
LUMO = -0.012 eV
Relative energy (zero: lowest compared OMol25 entry of this formula, charge and spin) = 679.02 kJ/mol
HOMO level = -7.7 eV

Positions of all 312 atoms, in Å:
O  -35.19  27.24  8.33
O  -30.36  22.65  7.17
O  -28.25  28.25  9.93
O  -30.65  17.27  11.65
O  -35.82  32.90  12.49
O  -23.65  30.77  17.63
O  -17.15  22.80  20.11
O  -28.51  13.85  13.72
O  -32.24  28.32  12.56
O  -21.10  22.38  15.51
O  -22.72  22.25  11.49
O  -27.01  28.98  12.94
O  -20.77  24.95  9.61
O  -28.81  18.42  14.75
O  -25.30  22.18  8.63
O  -29.17  25.21  16.30
O  -19.48  27.41  14.54
O  -16.30  22.97  15.18
O  -23.67  25.71  14.80
O  -25.75  22.95  23.84
O  -26.41  33.99  16.49
O  -30.49  28.10  16.85
O  -25.82  22.52  17.86
O  -28.45  17.45  6.58
O  -28.99  23.64  11.23
O  -30.84  28.38  6.30
O  -23.37  28.65  11.35
O  -23.03  27.00  20.01
O  -23.19  21.92  21.02
N  -18.97  23.83  17.04
N  -21.15  27.14  9.91
N  -26.09  23.30  20.85
N  -28.75  27.74  15.49
N  -34.00  30.80  13.33
N  -28.81  23.16  17.16
N  -22.46  30.42  12.24
N  -32.26  26.93  8.35
N  -18.05  24.84  13.75
N  -28.92  15.75  16.23
N  -27.56  31.04  13.78
N  -30.66  23.52  16.36
N  -30.77  24.28  8.76
N  -29.37  18.38  9.49
N  -22.34  25.62  10.86
N  -25.70  22.60  10.79
N  -29.57  29.72  15.68
N  -26.05  31.26  16.18
N  -26.56  28.50  8.43
N  -22.27  20.33  10.45
N  -24.33  29.71  13.05
N  -26.54  23.89  9.43
N  -26.57  24.74  12.42
N  -28.47  30.27  11.95
N  -21.39  22.19  9.75
N  -26.11  27.80  10.43
N  -21.60  25.04  22.47
N  -31.55  24.45  6.75
C  -26.93  23.07  23.06
C  -31.70  16.33  12.01
C  -29.20  22.40  11.93
C  -31.20  27.74  5.06
C  -30.00  19.19  10.47
C  -23.06  31.00  18.92
C  -22.15  21.62  10.64
C  -15.26  23.87  15.57
C  -18.35  22.57  20.82
C  -22.07  27.09  21.07
C  -24.71  29.76  17.59
C  -28.06  12.61  13.09
C  -18.03  23.41  13.52
C  -32.46  29.55  11.77
C  -27.89  25.08  12.94
C  -27.07  28.23  9.64
C  -29.17  19.50  13.97
C  -26.92  35.26  16.28
C  -29.00  24.86  11.91
C  -29.37  17.00  16.83
C  -25.62  24.10  19.71
C  -26.76  24.03  21.95
C  -23.01  26.92  15.21
C  -27.53  33.09  16.47
C  -36.38  31.61  12.77
C  -27.60  30.08  12.86
C  -25.55  29.85  16.35
C  -19.44  25.30  13.55
C  -25.17  21.63  23.93
C  -25.80  22.83  9.54
C  -30.88  23.66  7.58
C  -27.13  31.72  17.09
C  -33.85  29.92  12.15
C  -29.97  15.06  15.45
C  -21.29  23.31  16.56
C  -21.31  25.91  10.16
C  -24.85  23.40  18.61
C  -30.19  27.46  7.27
C  -36.61  27.24  8.38
C  -31.03  27.58  8.52
C  -17.90  24.10  18.02
C  -20.16  23.36  17.65
C  -22.21  22.91  21.23
C  -21.14  25.92  21.38
C  -25.43  24.56  13.34
C  -29.38  13.71  14.83
C  -29.80  18.01  15.74
C  -22.56  26.96  18.69
C  -27.80  18.21  7.59
C  -23.45  29.58  12.12
C  -22.82  20.81  20.16
C  -31.20  18.35  10.96
C  -36.69  33.82  11.81
C  -33.11  26.79  9.51
C  -21.70  22.57  14.27
C  -29.56  24.08  16.62
C  -29.52  18.18  5.93
C  -22.65  24.09  22.15
C  -34.50  26.24  9.07
C  -25.31  22.22  16.57
C  -35.47  30.88  13.74
C  -29.64  28.44  16.09
C  -16.57  22.97  13.75
C  -28.55  19.14  8.60
C  -24.87  25.88  13.99
C  -19.68  28.84  14.34
C  -30.93  27.72  12.44
C  -17.24  22.82  18.59
C  -19.49  26.76  13.30
H  -28.37  33.47  17.06
H  -25.97  21.54  16.02
H  -20.69  29.09  14.03
H  -14.96  23.33  16.47
H  -23.03  19.87  10.94
H  -29.93  17.60  5.10
H  -28.76  12.16  12.38
H  -28.14  16.00  15.64
H  -19.87  25.02  12.59
H  -22.07  26.65  15.70
H  -25.13  27.77  10.17
H  -17.82  24.96  14.73
H  -22.45  31.16  12.92
H  -25.15  29.12  13.09
H  -24.22  21.62  24.48
H  -36.99  26.43  7.77
H  -26.72  24.21  8.49
H  -30.88  26.90  13.15
H  -29.89  17.65  9.03
H  -31.83  30.42  11.93
H  -29.98  25.05  12.34
H  -27.18  17.50  8.13
H  -17.82  21.98  18.22
H  -34.43  30.32  11.32
H  -20.20  26.23  21.85
H  -30.67  27.32  11.46
H  -31.86  18.14  10.12
H  -21.50  27.81  10.58
H  -29.18  27.86  7.42
H  -19.05  29.25  13.55
H  -20.14  24.93  14.29
H  -37.60  34.07  12.36
H  -26.40  27.94  11.39
H  -25.38  29.84  18.45
H  -35.42  31.40  14.70
H  -31.14  28.60  8.91
H  -25.77  23.79  14.04
H  -26.98  30.95  14.61
H  -18.20  24.73  18.85
H  -23.26  26.55  17.96
H  -20.06  22.31  17.91
H  -30.09  28.34  12.73
H  -29.20  22.24  17.27
H  -29.27  19.20  5.66
H  -26.44  25.41  11.68
H  -36.37  31.09  11.82
H  -36.14  34.75  11.70
H  -20.50  23.80  18.59
H  -30.40  20.08  9.98
H  -28.33  19.66  13.29
H  -32.68  25.99  10.11
H  -28.59  29.72  11.11
H  -23.69  20.19  19.92
H  -32.07  16.01  11.04
H  -20.87  21.66  9.06
H  -26.21  24.95  22.14
H  -21.88  21.65  13.72
H  -32.74  27.61  7.77
H  -31.44  24.14  16.20
H  -27.19  24.03  10.19
H  -30.02  26.40  7.06
H  -27.86  26.14  13.21
H  -30.12  23.95  9.46
H  -18.08  22.75  21.86
H  -28.13  24.50  13.84
H  -28.89  25.58  11.10
H  -27.56  35.63  17.09
H  -21.76  30.48  11.51
H  -18.74  22.94  14.20
H  -31.93  25.36  7.00
H  -19.21  23.15  20.48
H  -22.63  24.65  10.92
H  -27.69  23.46  23.74
H  -18.74  23.06  16.42
H  -17.07  24.68  17.63
H  -18.55  21.51  20.71
H  -24.55  26.59  13.23
H  -28.88  30.09  15.05
H  -23.83  31.22  19.66
H  -15.54  24.90  15.76
H  -22.91  27.60  14.37
H  -36.96  27.12  9.40
H  -27.15  18.87  7.01
H  -25.20  23.14  15.99
H  -18.32  23.20  12.50
H  -27.76  24.33  21.63
H  -22.65  27.41  21.94
H  -27.18  28.80  7.69
H  -22.31  27.98  18.40
H  -26.79  31.87  18.12
H  -31.73  19.06  11.59
H  -27.96  31.03  17.26
H  -18.65  27.19  12.76
H  -20.41  27.01  12.77
H  -25.63  28.14  8.27
H  -30.38  18.30  6.60
H  -37.42  31.67  13.10
H  -36.96  28.21  8.03
H  -22.07  20.25  20.71
H  -30.37  15.61  14.60
H  -33.83  31.77  13.12
H  -24.38  28.74  17.75
H  -32.11  27.14  5.10
H  -31.18  15.48  12.47
H  -16.50  21.96  13.35
H  -29.20  20.34  14.66
H  -28.62  17.38  17.52
H  -32.41  29.43  10.69
H  -25.32  22.72  21.16
H  -28.07  31.91  13.76
H  -25.88  20.98  24.43
H  -20.82  25.37  20.50
H  -29.05  31.09  12.06
H  -36.98  33.55  10.79
H  -28.83  13.17  15.60
H  -26.10  23.26  11.44
H  -22.65  23.11  14.35
H  -28.33  21.76  11.77
H  -23.59  24.56  21.87
H  -24.21  30.49  13.69
H  -24.65  24.18  12.68
H  -29.41  22.45  13.00
H  -21.99  23.34  20.26
H  -29.27  19.49  11.22
H  -26.28  29.04  16.36
H  -30.07  19.28  13.40
H  -21.36  24.30  16.11
H  -30.39  27.07  4.76
H  -20.52  27.26  9.13
H  -21.43  27.93  20.83
H  -19.52  29.44  15.24
H  -24.95  29.59  15.48
H  -30.73  17.73  15.24
H  -34.28  28.93  12.34
H  -31.48  24.27  5.76
H  -23.04  23.58  23.03
H  -30.80  22.62  16.80
H  -35.10  25.98  9.94
H  -27.21  12.95  12.50
H  -28.12  33.07  15.55
H  -32.51  16.70  12.63
H  -24.27  24.04  17.94
H  -26.35  24.78  19.26
H  -33.23  27.67  10.15
H  -25.36  31.95  16.40
H  -30.21  16.79  17.49
H  -21.32  22.51  21.72
H  -22.31  21.19  19.28
H  -28.11  28.07  14.78
H  -24.10  22.75  19.05
H  -21.66  26.39  18.44
H  -34.54  25.33  8.47
H  -27.42  22.13  22.78
H  -30.34  30.28  16.01
H  -31.05  25.25  8.69
H  -31.25  28.54  4.32
H  -14.37  23.82  14.94
H  -25.69  26.30  14.56
H  -22.88  26.42  11.15
H  -24.88  21.17  22.99
H  -22.42  31.85  18.73
H  -21.30  23.20  9.72
H  -30.77  14.81  16.14
H  -23.62  27.49  15.92
H  -22.28  23.27  16.99
H  -27.86  23.40  17.40
H  -27.48  35.37  15.35
H  -35.82  29.89  14.03
H  -30.00  19.00  16.16
H  -27.62  11.78  13.64
H  -24.93  24.78  20.21
H  -15.89  23.49  13.06
H  -25.95  35.73  16.37
H  -28.74  26.78  15.81
H  -29.04  19.88  7.96
H  -30.02  21.94  11.40
H  -24.27  21.90  16.60
H  -21.77  25.65  23.26
H  -30.44  27.08  9.29
H  -21.19  23.08  13.46
H  -22.46  30.16  19.28
H  -30.20  13.10  14.45
H  -27.76  19.64  9.16
H  -25.13  21.80  11.00
H  -16.22  22.74  18.22
H  -21.85  19.90  9.64

Atomic partial charges in e from the Mulliken method, atoms 1 to 6: number 1, O, carries -0.308; number 2, O, carries -0.717; number 3, O, carries -0.637; number 4, O, carries -0.145; number 5, O, carries -0.308; number 6, O, carries -0.398